Record 1
This record from the Open Molecules 2025 dataset describes a molecular structure, C22H30IO7PS2. The level of theory is ωB97M-V/def2-TZVPD.

Gap between HOMO and LUMO (eV): 6.4711
HOMO (eV): -8.554
LUMO (eV): -2.08

Atoms and positions in Å:
C (8.229, 0.565, -0.914)
C (7.887, 1.501, -2.078)
C (6.558, 1.258, -2.807)
I (6.000, -0.800, -2.925)
P (5.155, 2.213, -2.053)
C (5.662, 3.952, -2.418)
C (6.356, 4.671, -1.256)
C (5.704, 4.537, 0.121)
S (3.917, 4.849, 0.116)
C (3.868, 1.915, -3.347)
C (2.678, 2.886, -3.291)
C (1.425, 2.262, -2.668)
C (1.685, 1.831, -1.232)
S (0.247, 1.258, -0.385)
O (-0.913, 1.947, -0.871)
O (0.510, 1.279, 1.024)
O (0.205, -0.234, -0.895)
H (8.831, -0.276, -1.247)
H (8.827, 1.106, -0.180)
H (7.342, 0.191, -0.408)
H (8.676, 1.407, -2.828)
H (7.927, 2.534, -1.742)
H (6.670, 1.574, -3.846)
H (4.809, 4.543, -2.739)
H (6.356, 3.946, -3.268)
H (6.386, 5.735, -1.505)
H (7.395, 4.358, -1.160)
H (5.926, 3.571, 0.566)
H (6.149, 5.285, 0.776)
H (3.523, 3.709, 0.689)
H (3.541, 0.882, -3.247)
H (4.363, 1.994, -4.321)
H (2.421, 3.162, -4.314)
H (2.912, 3.808, -2.759)
H (0.618, 2.994, -2.691)
H (1.099, 1.417, -3.277)
H (1.993, 2.693, -0.638)
H (2.457, 1.068, -1.148)
H (-0.533, -0.670, -0.416)
C (-4.173, -2.687, 2.735)
C (-3.033, -2.204, 2.251)
C (-2.793, -2.137, 0.791)
O (-1.749, -1.699, 0.352)
C (-3.861, -2.621, -0.115)
C (-5.001, -3.105, 0.369)
C (-5.245, -3.176, 1.832)
O (-6.285, -3.616, 2.272)
H (-4.376, -2.747, 3.796)
H (-2.235, -1.838, 2.885)
H (-3.656, -2.557, -1.176)
H (-5.798, -3.465, -0.269)
C (-9.330, -4.372, 3.358)
C (-9.011, -5.299, 4.257)
C (-10.041, -5.922, 5.124)
O (-9.751, -6.766, 5.945)
C (-11.446, -5.472, 4.950)
C (-11.768, -4.545, 4.052)
C (-10.734, -3.923, 3.185)
O (-11.029, -3.080, 2.365)
H (-8.590, -3.908, 2.720)
H (-7.993, -5.641, 4.400)
H (-12.181, -5.940, 5.593)
H (-12.784, -4.201, 3.908)

Record 2
This record from the Open Molecules 2025 dataset describes C22H30N2O3S in the gas phase. The level of theory is ωB97M-V/def2-TZVPD.

ΔE to the lowest compared entry with this formula, charge and spin (kcal per mole): 35.2
Gap between HOMO and LUMO (eV): 8.3358
HOMO (eV): -7.679
SMILES string: COc1ccc(CCN(C)[C@@H]2CCCN(C(=O)c3sccc3C)C2)cc1OC
LUMO (eV): 0.66

Atoms and positions in Å:
C (-3.013, 2.696, -1.052)
O (-3.112, 1.404, -0.502)
C (-2.295, 1.105, 0.548)
C (-1.495, 2.013, 1.217)
C (-0.650, 1.595, 2.234)
C (-0.579, 0.264, 2.598)
C (0.405, -0.197, 3.640)
C (1.870, 0.124, 3.300)
N (2.501, -0.876, 2.451)
C (3.943, -0.732, 2.471)
C (1.920, -0.990, 1.125)
C (2.221, -2.352, 0.487)
C (1.410, -2.490, -0.800)
C (1.729, -1.321, -1.733)
N (1.487, -0.064, -1.069)
C (0.574, 0.870, -1.417)
O (0.562, 1.984, -0.909)
C (-0.441, 0.510, -2.430)
S (-1.412, -0.921, -2.264)
C (-2.396, -0.456, -3.584)
C (-2.006, 0.728, -4.120)
C (-0.897, 1.303, -3.452)
C (-0.282, 2.601, -3.859)
C (2.290, 0.122, 0.119)
C (-1.429, -0.645, 1.967)
C (-2.286, -0.246, 0.957)
O (-3.142, -1.071, 0.284)
C (-3.162, -2.432, 0.626)
H (-3.420, 3.453, -0.373)
H (-1.976, 2.943, -1.296)
H (-3.610, 2.673, -1.963)
H (-1.499, 3.054, 0.940)
H (-0.032, 2.327, 2.732)
H (0.316, -1.272, 3.798)
H (0.171, 0.304, 4.584)
H (1.936, 1.134, 2.868)
H (2.440, 0.128, 4.234)
H (4.284, 0.266, 2.159)
H (4.396, -1.476, 1.822)
H (4.297, -0.910, 3.487)
H (0.838, -0.934, 1.260)
H (1.966, -3.143, 1.192)
H (3.283, -2.439, 0.249)
H (1.643, -3.430, -1.301)
H (0.343, -2.478, -0.570)
H (1.143, -1.379, -2.650)
H (2.793, -1.358, -2.003)
H (-3.211, -1.086, -3.880)
H (-2.494, 1.195, -4.957)
H (0.339, 2.462, -4.745)
H (0.335, 2.995, -3.057)
H (-1.059, 3.323, -4.102)
H (2.060, 1.108, 0.524)
H (3.352, 0.073, -0.147)
H (-1.395, -1.681, 2.270)
H (-3.907, -2.888, -0.024)
H (-2.191, -2.909, 0.447)
H (-3.453, -2.584, 1.671)

Record 3
This record from the Open Molecules 2025 dataset describes C22H30N2O5 in the gas phase. The level of theory is ωB97M-V/def2-TZVPD.

ΔE to the lowest compared entry with this formula, charge and spin (kcal per mole): 35.5
Gap between HOMO and LUMO (eV): 8.9095
HOMO (eV): -8.759
SMILES string: CCCc1cc(=O)oc2cc(C)cc(OCC(=O)NCCCN3CCOCC3)c12
LUMO (eV): 0.15

Atoms and positions in Å:
C (1.486, -2.291, 1.244)
C (0.766, -1.370, 2.225)
C (-0.346, -0.611, 1.507)
C (-1.234, 0.249, 2.355)
C (-0.958, 0.471, 3.661)
C (-1.787, 1.276, 4.526)
O (-1.569, 1.512, 5.689)
O (-2.918, 1.800, 3.960)
C (-3.230, 1.607, 2.662)
C (-4.418, 2.204, 2.247)
C (-4.838, 2.074, 0.942)
C (-6.113, 2.693, 0.464)
C (-4.047, 1.349, 0.051)
C (-2.862, 0.753, 0.440)
O (-2.072, 0.065, -0.436)
C (-2.527, -0.139, -1.756)
C (-1.524, -0.960, -2.579)
O (-1.819, -1.348, -3.689)
N (-0.350, -1.191, -1.975)
C (0.757, -1.834, -2.645)
C (1.603, -0.834, -3.437)
C (2.171, 0.289, -2.569)
N (2.959, -0.176, -1.434)
C (4.199, -0.816, -1.856)
C (5.004, -1.250, -0.632)
O (5.308, -0.158, 0.201)
C (4.124, 0.472, 0.626)
C (3.283, 0.945, -0.559)
C (-2.422, 0.856, 1.788)
H (2.293, -2.820, 1.745)
H (0.796, -3.030, 0.840)
H (1.904, -1.718, 0.418)
H (0.342, -1.967, 3.035)
H (1.482, -0.668, 2.657)
H (-0.979, -1.338, 0.992)
H (0.107, 0.035, 0.749)
H (-0.091, 0.050, 4.142)
H (-4.987, 2.760, 2.973)
H (-6.603, 3.238, 1.265)
H (-5.916, 3.380, -0.358)
H (-6.791, 1.924, 0.097)
H (-4.389, 1.266, -0.968)
H (-3.484, -0.675, -1.769)
H (-2.660, 0.817, -2.282)
H (-0.177, -0.774, -1.075)
H (1.369, -2.332, -1.892)
H (0.341, -2.573, -3.333)
H (2.404, -1.373, -3.941)
H (0.975, -0.378, -4.205)
H (1.340, 0.875, -2.164)
H (2.767, 0.962, -3.211)
H (3.963, -1.697, -2.453)
H (4.812, -0.127, -2.463)
H (5.959, -1.679, -0.938)
H (4.431, -2.002, -0.068)
H (4.429, 1.324, 1.236)
H (3.536, -0.223, 1.242)
H (2.354, 1.386, -0.189)
H (3.846, 1.722, -1.105)

Record 4
This record from the Open Molecules 2025 dataset describes a molecular structure, C22H30N3O5PW. The level of theory is ωB97M-V/def2-TZVPD.

ΔE to the lowest compared entry with this formula, charge and spin (kcal per mole): 0.0
Gap between HOMO and LUMO (spin up / spin down) (eV): 6.6333 / 6.4439
HOMO (spin up / spin down) (eV): -14.292 / -14.297
Spin multiplicity: 3
LUMO (spin up / spin down) (eV): -7.66 / -7.85
Charge: +2

Atoms and positions in Å:
W (0.082, 0.557, -0.093)
C (-1.058, -0.734, 4.022)
C (-0.983, -0.352, 2.594)
N (0.099, -0.102, 1.945)
N (1.347, -0.274, 2.515)
C (2.230, -0.281, 1.574)
O (1.794, -0.125, 0.273)
C (3.652, -0.453, 1.777)
C (4.161, -0.489, 3.080)
C (5.517, -0.659, 3.274)
C (6.363, -0.798, 2.179)
C (5.860, -0.765, 0.884)
C (4.505, -0.590, 0.678)
C (-2.167, -0.302, 1.708)
C (-3.448, -0.571, 2.127)
C (-4.477, -0.590, 1.186)
C (-4.184, -0.348, -0.142)
C (-2.876, -0.076, -0.507)
N (-1.885, -0.047, 0.399)
H (-0.067, -0.740, 4.464)
H (-1.504, -1.726, 4.121)
H (-1.694, -0.030, 4.564)
H (3.490, -0.381, 3.921)
H (5.920, -0.686, 4.276)
H (7.424, -0.936, 2.337)
H (6.527, -0.882, 0.040)
H (4.102, -0.572, -0.326)
H (-3.637, -0.775, 3.171)
H (-5.493, -0.802, 1.493)
H (-4.954, -0.367, -0.901)
H (-2.603, 0.135, -1.531)
C (-1.665, 5.559, -3.050)
C (-2.078, 4.993, -1.710)
C (-1.365, 5.636, -0.540)
C (-3.577, 4.962, -1.528)
O (-1.705, 3.503, -1.734)
P (-0.378, 2.816, -1.455)
O (-0.466, 1.317, -1.895)
O (-0.149, 2.519, 0.087)
O (0.777, 3.605, -2.072)
C (2.280, 3.339, -2.093)
C (2.501, 1.992, -2.744)
C (2.817, 4.463, -2.950)
C (2.794, 3.419, -0.670)
H (-1.973, 6.604, -3.095)
H (-2.154, 5.024, -3.864)
H (-0.586, 5.518, -3.187)
H (-1.681, 6.677, -0.472)
H (-0.282, 5.631, -0.672)
H (-1.620, 5.143, 0.399)
H (-3.956, 5.983, -1.538)
H (-3.845, 4.506, -0.575)
H (-4.054, 4.412, -2.338)
H (2.047, 1.967, -3.734)
H (2.089, 1.159, -2.172)
H (3.573, 1.832, -2.855)
H (2.426, 4.404, -3.965)
H (3.903, 4.387, -2.993)
H (2.558, 5.430, -2.522)
H (2.226, 2.791, 0.014)
H (2.735, 4.441, -0.295)
H (3.838, 3.109, -0.654)

Per-record largest force on an atom, hartree/bohr: 0.017; 0.014; 0.018; 0.017
Per-record E, Eh: -2818.33268; -1589.72008; -1342.05254; -1804.88158